1.
This record from OMol25 describes a cluster of 7 separate species, C15H24Cl7O13 in total in a non-equilibrium geometry. The level of theory is ωB97M-V with the def2-TZVPD basis set.

Each line ends with the Löwdin charge.
Cartesian coordinates (Å):
Cl -0.65 0.78 -1.48  0.67
O -1.85 0.87 -0.67  -0.39
O 0.14 1.97 -1.18  -0.38
O 0.03 -0.44 -1.08  -0.37
O -1.09 0.88 -2.89  -0.36
C -2.23 -1.05 1.56  -0.14
C -3.03 -1.89 0.58  -0.12
O -3.21 -3.04 1.37  0.09
C -2.78 -2.97 2.59  -0.59
O -2.97 -3.85 3.43  0.10
O -2.20 -1.79 2.75  0.08
H -2.76 -0.10 1.60  0.13
H -1.18 -0.95 1.27  0.11
H -2.47 -1.92 -0.35  0.12
H -3.93 -1.42 0.19  0.13
C 1.49 -3.22 1.48  -0.07
C 2.15 -3.29 0.07  -0.20
O 1.41 -4.17 -0.64  0.07
C 0.29 -4.51 0.10  -0.54
O -0.49 -5.31 -0.34  0.15
O 0.28 -3.95 1.30  0.09
H 1.32 -2.21 1.86  0.12
H 2.16 -3.79 2.12  0.13
H 3.18 -3.62 0.17  0.13
H 2.08 -2.29 -0.35  0.09
C 3.98 0.77 1.19  -0.17
C 2.62 0.71 1.81  -0.12
O 2.82 -0.22 2.85  0.07
C 3.88 -0.97 2.54  -0.62
O 4.31 -1.86 3.21  0.16
O 4.47 -0.47 1.48  0.07
H 4.50 1.63 1.61  0.14
H 3.91 1.04 0.13  0.09
H 1.90 0.31 1.09  0.13
H 2.33 1.67 2.24  0.11
Cl 4.69 1.55 -2.72  0.51
C 3.13 0.66 -2.56  -0.64
C 3.28 -0.82 -2.65  -0.62
Cl 4.65 -1.45 -1.69  0.57
H 2.44 1.00 -3.33  0.09
H 2.78 1.03 -1.59  0.03
H 3.46 -1.03 -3.70  0.07
H 2.38 -1.39 -2.39  0.06
Cl -1.12 5.42 -0.41  0.65
C -1.57 4.33 0.79  -0.74
C -0.30 4.12 1.60  -0.73
Cl -0.37 2.88 2.83  0.59
H -1.95 3.36 0.47  0.06
H -2.38 4.79 1.37  0.07
H -0.05 5.04 2.12  0.06
H 0.53 3.89 0.93  0.05
Cl -6.45 1.14 -3.44  0.47
C -4.69 1.20 -2.98  -0.59
C -4.48 2.60 -2.28  -0.63
Cl -5.54 2.75 -0.83  0.49
H -4.20 1.12 -3.95  0.06
H -4.43 0.41 -2.28  0.06
H -4.75 3.34 -3.03  0.06
H -3.47 2.73 -1.90  0.04

Output
Spin multiplicity: 1
Orbital gap, hartree: 0.370
E_tot, eV: -130214.25920
Molar mass, g mol⁻¹: 660.52
E_HOMO, Eh: -0.2865
Net charge: -1
Largest force on an atom, Eh/bohr: 0.079

---

2.
This record from OMol25 describes the molecule C15H24ClNO3. The level of theory is ωB97M-V with the def2-TZVPD basis set.

Each line ends with the Löwdin charge.
Cartesian coordinates (Å):
C -2.14 3.88 -2.76  -0.08
C -1.11 3.21 -1.91  -0.29
C -1.06 3.44 -0.55  0.03
C -0.10 2.82 0.25  -0.25
O -0.15 3.12 1.58  -0.04
C 0.75 2.51 2.48  -0.15
C 0.49 1.01 2.67  -0.18
O 1.63 0.29 2.22  -0.17
C 1.44 -1.10 2.13  -0.19
C 0.80 -1.52 0.80  -0.18
N 0.06 -2.77 0.93  -0.23
C 0.96 -3.89 1.13  -0.08
C -0.82 -2.98 -0.21  -0.20
C -1.85 -4.08 0.06  -0.27
O -2.89 -4.08 -0.90  -0.06
C 0.83 1.97 -0.33  0.02
C 0.80 1.73 -1.70  -0.28
C 1.80 0.80 -2.33  -0.07
C -0.17 2.35 -2.47  -0.56
Cl -0.22 2.04 -4.18  0.72
H -2.75 3.13 -3.27  0.08
H -2.79 4.51 -2.16  0.08
H -1.66 4.49 -3.53  0.08
H -1.77 4.10 -0.07  0.12
H 0.59 3.05 3.42  0.13
H 1.79 2.65 2.16  0.13
H 0.31 0.77 3.73  0.13
H -0.40 0.72 2.10  0.13
H 0.82 -1.46 2.96  0.13
H 2.45 -1.53 2.23  0.12
H 1.57 -1.57 0.01  0.13
H 0.09 -0.74 0.51  0.11
H 1.62 -4.06 0.27  0.10
H 0.37 -4.79 1.31  0.08
H 1.57 -3.71 2.01  0.08
H -1.36 -2.05 -0.39  0.12
H -0.25 -3.23 -1.13  0.13
H -1.41 -5.07 -0.01  0.11
H -2.25 -3.94 1.07  0.12
H -3.32 -3.22 -0.88  0.09
H 1.59 1.48 0.26  0.10
H 2.50 0.43 -1.58  0.07
H 1.29 -0.04 -2.79  0.08
H 2.36 1.32 -3.11  0.08

Output
Spin multiplicity: 1
Orbital gap, hartree: 0.329
E_tot, eV: -36098.52239
Molar mass, g mol⁻¹: 301.81
E_HOMO, Eh: -0.3050
ΔE to the lowest compared entry with this formula, charge and spin, eV: 0.190
Structure (SMILES): Cc1cc(OCCOCCN(C)CCO)cc(C)c1Cl
Largest force on an atom, Eh/bohr: 0.010

---

3.
This record from OMol25 describes a structure of composition C15H24F2N11Ru in a non-equilibrium geometry. The level of theory is ωB97M-V with the def2-TZVPD basis set.

Each line ends with the Löwdin charge.
Cartesian coordinates (Å):
Ru -0.41 0.29 0.19  1.19
C -1.51 3.60 1.26  -0.06
C -2.87 2.90 1.24  -0.37
C -2.92 1.67 2.16  -0.07
C -3.37 2.56 -0.15  -0.13
C -4.58 3.12 -0.55  -0.02
C -5.13 2.84 -1.79  -0.03
C -4.47 1.99 -2.66  -0.02
C -3.26 1.40 -2.33  -0.13
C -2.62 0.50 -3.37  -0.37
C -2.49 -0.96 -2.92  -0.07
C -1.29 1.05 -3.89  -0.05
C -2.73 1.70 -1.06  -0.19
N -1.52 1.08 -0.71  -0.08
H -1.32 4.00 2.26  0.08
H -1.48 4.42 0.55  0.09
H -0.69 2.92 1.02  0.03
H -3.59 3.62 1.64  0.13
H -2.28 0.87 1.78  0.02
H -3.94 1.29 2.27  0.09
H -2.55 1.94 3.16  0.08
H -5.09 3.78 0.14  0.12
H -6.08 3.29 -2.07  0.12
H -4.90 1.78 -3.63  0.12
H -3.32 0.51 -4.21  0.13
H -1.73 -1.07 -2.15  0.03
H -2.18 -1.58 -3.77  0.09
H -3.44 -1.35 -2.55  0.08
H -0.52 1.02 -3.13  0.05
H -1.40 2.08 -4.23  0.09
H -0.95 0.46 -4.74  0.09
N 1.76 1.27 5.08  0.16
N 1.41 0.53 3.97  -0.27
N 1.87 -0.68 3.77  0.16
C 1.37 -0.94 2.57  -0.17
N 0.65 0.08 2.11  -0.12
N 0.68 1.04 3.03  0.11
H 1.89 0.63 5.85  0.11
H 1.04 1.95 5.25  0.11
H 1.54 -1.86 2.03  0.11
N -0.99 -4.71 -1.12  0.16
N -1.42 -3.61 -0.41  -0.28
N -2.70 -3.36 -0.23  0.16
C -2.65 -2.18 0.38  -0.19
N -1.39 -1.76 0.53  -0.09
N -0.60 -2.71 0.02  0.08
H -1.62 -5.47 -0.92  0.11
H -0.04 -4.91 -0.84  0.11
H -3.52 -1.64 0.70  0.12
F 1.41 1.47 -1.73  0.00
C 1.38 1.09 -0.43  -0.46
F 2.24 0.01 -0.30  -0.05
H 1.78 1.90 0.18  0.10

Output
Spin multiplicity: 1
Orbital gap (alpha / beta), hartree: 0.276 / 0.276
E_tot, eV: -40341.12974
Molar mass, g mol⁻¹: 497.50
E_HOMO (alpha / beta), Eh: -0.4186 / -0.4186
ΔE to the lowest compared entry with this formula, charge and spin, eV: 0.113
Net charge: +1
Largest force on an atom, Eh/bohr: 0.035